[1]
An isolated molecule of C2H8N2O2 at a distorted geometry, computed with ωB97M-V/def2-TZVPD.

Summary:
SMILES string = C[C@@](N)(O)NO
max |F| = 5.51 eV/Å
E_LUMO = 0.032 Ha
highest occupied orbital energy = -9.269 eV
relative energy (zero: lowest compared OMol25 entry of this formula, charge and spin) = 351.9 kJ/mol

```
14
Properties=species:S:1:pos:R:3:forces:R:3:lowdin_charge:R:1
O 0.6443 -1.5554 1.1630 -1.7 1.0 0.8 -0.14
O 0.0028 -0.9195 -1.3209 0.5 -0.2 -0.7 0.04
N -0.6514 -0.5459 0.8614 3.7 -2.8 2.3 0.07
N -1.4703 0.8355 -0.5576 2.0 -0.4 -1.3 0.08
C -0.0980 -0.0154 -0.3041 -4.4 3.3 -0.6 -0.71
C 1.0514 0.9538 -0.1701 0.2 -0.1 0.1 -0.01
H 0.8649 -1.2670 2.0657 -0.1 -0.2 -0.4 0.06
H -2.1766 0.2083 -0.9295 0.1 0.1 0.1 0.06
H 0.9062 1.6209 0.6817 -0.1 -0.1 -0.1 0.09
H -1.8000 1.2935 0.2856 0.2 -0.3 0.0 0.06
H 0.8984 -1.2863 -1.2685 -0.3 -0.1 -0.1 0.11
H -1.3085 -1.2805 0.5993 0.1 0.1 -0.1 0.12
H 1.9889 0.4114 -0.0216 -0.1 0.0 0.1 0.08
H 1.1480 1.5465 -1.0846 -0.2 -0.1 0.2 0.09
```
Positions in Å, forces in eV/Å.

=====

[2]
An isolated molecule of C4H9N, computed with ωB97M-V/def2-TZVPD.

Summary:
SMILES string = C[C@H]1CN1C
max |F| = 0.27 eV/Å
E_LUMO = 0.047 Ha
highest occupied orbital energy = -9.092 eV
relative energy (zero: lowest compared OMol25 entry of this formula, charge and spin) = 97.4 kJ/mol

```
14
Properties=species:S:1:pos:R:3:forces:R:3:lowdin_charge:R:1
N -0.1823 0.8304 -0.0666 -0.1 0.1 0.0 -0.14
C 0.6299 -1.1563 -1.4523 0.0 0.0 0.0 -0.06
C 0.9548 0.3036 0.6688 0.2 0.0 0.2 -0.13
C 0.1063 -0.5928 -0.1531 0.0 -0.2 0.0 -0.36
C -1.3009 1.2083 0.7812 -0.2 0.1 0.1 -0.12
H -1.5327 0.4513 1.5523 0.1 0.1 -0.1 0.08
H 1.4283 -1.8786 -1.2449 -0.1 0.1 -0.1 0.07
H 1.9344 0.6024 0.2986 -0.2 -0.1 0.1 0.11
H -1.0557 2.1450 1.2927 -0.1 -0.1 -0.1 0.08
H -2.1974 1.3750 0.1755 0.1 -0.1 0.1 0.08
H -0.1506 -1.6660 -2.0267 0.1 0.1 0.1 0.07
H 1.0426 -0.3524 -2.0700 0.0 -0.1 0.1 0.08
H -0.5733 -1.2428 0.4037 0.1 0.1 -0.1 0.13
H 0.8680 0.2371 1.7540 0.0 0.0 -0.2 0.10
```
Positions in Å, forces in eV/Å.

=====

[3]
A structure of composition C6H7KMgO7 at a distorted geometry, computed with ωB97M-V/def2-TZVPD.

Summary:
max |F| = 2.51 eV/Å
E_LUMO = -0.335 Ha
charge = +2
highest occupied orbital energy = -16.788 eV
relative energy (zero: lowest compared OMol25 entry of this formula, charge and spin) = 0.0 kJ/mol

```
22
Properties=species:S:1:pos:R:3:forces:R:3:lowdin_charge:R:1
K -4.5922 2.0527 -1.5946 0.0 0.0 0.1 0.97
Mg -0.1471 1.1296 -1.4871 -0.3 0.1 1.4 1.27
O 0.0884 -3.1937 -0.9874 0.1 0.3 -1.3 0.11
O -0.6293 -3.8051 1.0543 0.8 0.8 -0.8 0.23
O -1.7451 1.9506 -0.8147 -0.1 -0.5 -1.2 -0.42
O 0.4949 1.5512 0.4640 -0.3 1.0 -1.0 -0.06
O 1.1300 -0.3183 -0.3180 -0.7 0.8 -1.5 0.02
O 1.0553 -2.3343 0.7932 0.8 0.8 -0.1 0.15
O 1.4632 0.0856 1.9065 -0.1 0.5 -1.0 0.29
C -0.5832 2.1805 1.2611 0.1 0.3 0.7 -0.04
C 1.1060 0.4230 0.8309 0.2 -0.8 2.4 -0.53
C 1.6467 -1.6535 -0.2710 0.6 -1.4 0.7 -0.22
C 0.0925 -3.1807 0.3430 -1.4 -1.4 1.5 -0.53
C -1.4840 2.8545 0.2354 0.4 0.0 0.1 -0.30
C 1.1878 -2.4376 -1.4960 0.0 -0.2 0.2 -0.02
H -1.0061 3.7724 -0.1438 -0.1 -0.1 0.2 0.13
H 2.7280 -1.5904 -0.1249 -0.2 0.0 0.0 0.20
H -1.0979 1.3826 1.8084 0.2 0.1 -0.1 0.16
H -0.1227 2.8927 1.9522 -0.1 -0.2 -0.1 0.16
H 1.9699 -3.1178 -1.8484 -0.1 0.2 0.0 0.16
H -2.4065 3.1571 0.7562 0.2 -0.1 -0.1 0.13
H 0.8512 -1.8013 -2.3195 0.0 -0.1 0.0 0.13
```
Positions in Å, forces in eV/Å.

=====

[4]
A structure of composition C32H18Cl5N5O7Pt at a distorted geometry, computed with ωB97M-V/def2-TZVPD.

Summary:
max |F| = 2.16 eV/Å
E_LUMO = -0.270 Ha
charge = +2
highest occupied orbital energy = -12.965 eV
relative energy (zero: lowest compared OMol25 entry of this formula, charge and spin) = 89.0 kJ/mol

```
68
Properties=species:S:1:pos:R:3:forces:R:3:lowdin_charge:R:1
Pt -0.3250 -0.9090 0.2294 -0.1 1.5 -1.5 1.55
Cl 1.1345 -6.5857 3.0628 0.0 0.0 0.0 0.77
Cl -1.0713 -4.8295 4.3505 0.0 0.0 0.0 0.75
Cl 1.2281 -3.4099 -1.2398 -0.1 -0.2 0.1 0.77
Cl -2.0432 -2.2892 2.9924 0.0 0.0 0.0 0.79
Cl 2.2215 -5.8698 0.2416 0.0 0.0 0.1 0.76
O 6.8351 2.5386 0.8906 -0.1 0.0 0.0 0.08
O 1.6289 4.2732 -0.0192 -0.1 0.0 0.2 0.08
O 6.7284 0.7632 -0.5752 -0.1 0.0 0.1 0.06
O -7.7095 0.0102 -0.5551 -0.1 0.1 0.0 0.13
O 0.9761 0.1991 1.2149 0.6 -0.1 0.4 -0.15
O -7.0627 -1.6720 -1.7273 -0.1 -0.1 -0.1 0.11
O 1.7716 -0.8969 -0.4327 -0.3 -0.2 -0.2 -0.13
N -0.3044 0.8724 -1.3737 0.3 -0.3 0.6 -0.01
N -6.8810 -0.7730 -0.9382 0.1 0.0 0.1 -0.33
N -1.9703 -1.6117 -0.8086 0.1 -0.5 -0.1 -0.03
N -1.7660 0.0287 1.2244 -1.0 -0.5 0.0 -0.09
N 0.9160 5.4178 -1.8417 0.0 0.0 -0.1 0.20
C 0.6895 -3.6629 0.3941 -0.2 0.0 -0.2 -0.64
C 0.0836 0.4831 -2.5957 -0.1 -0.1 -0.1 -0.11
C 1.1059 -4.8387 1.0218 0.0 0.1 -0.2 -0.70
C 0.7845 1.3061 -3.4529 -0.1 0.0 0.0 0.00
C -3.0182 -0.1605 0.7319 0.2 -0.1 -0.2 -0.16
C 3.2533 0.6850 0.5930 0.1 -0.1 -0.1 -0.15
C -2.0101 -2.5297 -1.7632 -0.1 0.2 0.0 -0.07
C 1.1292 4.2985 -1.1248 0.0 0.0 -0.1 -0.51
C -4.3797 -1.3213 -0.9651 0.0 0.1 0.2 -0.02
C -5.4054 0.1753 0.7023 0.1 0.0 0.0 0.11
C -1.5791 0.7316 2.3303 0.0 0.1 -0.2 -0.09
C -3.1370 -1.0361 -0.3931 0.3 0.1 0.2 -0.12
C 1.1200 2.5846 -3.0258 -0.1 0.0 0.0 0.04
C -0.2137 -2.7905 1.0168 0.6 0.1 0.8 -0.28
C -3.9336 1.1768 2.4860 0.0 0.0 0.0 0.07
C 7.6109 1.7517 -0.0329 -0.1 0.0 0.0 -0.07
C 0.0048 2.1071 -0.9800 -0.1 0.0 0.2 -0.06
C -0.3823 -4.3726 2.8560 0.0 0.0 0.0 -0.70
C 2.0206 -0.0144 0.4437 -0.3 -0.2 0.2 -0.50
C -0.7885 -3.1946 2.2234 0.2 0.0 -0.1 -0.65
C -2.6618 1.3245 2.9830 0.0 0.1 0.0 0.02
C -4.3867 -2.2662 -2.0164 0.0 0.0 0.0 0.07
C 5.5193 0.9564 0.0115 0.1 -0.2 -0.2 -0.19
C -5.5079 -0.6251 -0.3781 0.0 0.0 0.0 -0.03
C -3.2108 -2.8648 -2.3898 0.0 0.0 0.0 0.03
C 0.5972 -5.1747 2.2729 0.0 -0.1 0.1 -0.70
C 3.3319 1.7672 1.4693 0.0 0.1 0.1 0.01
C 4.5181 2.4677 1.6397 0.0 -0.1 -0.1 0.06
C 5.5945 2.0327 0.8957 0.1 0.2 0.1 -0.19
C 4.3686 0.2550 -0.1718 0.0 0.1 0.0 0.10
C -4.1352 0.4111 1.3216 0.0 0.0 -0.1 -0.10
C 0.7141 2.9988 -1.7657 0.0 0.0 -0.1 -0.10
H -1.0777 -2.9967 -2.0338 0.1 0.0 0.0 0.07
H -0.1697 -0.5293 -2.8881 0.1 0.0 0.0 0.11
H 1.7049 3.2396 -3.6592 0.0 0.0 0.0 0.14
H 0.4374 5.4083 -2.7247 0.0 0.0 0.0 0.12
H -5.3122 -2.5273 -2.5019 0.0 0.0 0.0 0.12
H -3.1998 -3.6113 -3.1708 0.0 0.0 0.0 0.14
H 1.1947 6.3032 -1.4491 0.0 0.0 0.0 0.13
H 8.4223 1.2650 0.5069 0.0 0.0 0.0 0.15
H 4.6001 3.3092 2.3101 0.0 0.0 0.0 0.14
H 7.9748 2.3962 -0.8321 0.0 0.0 0.0 0.15
H -0.3019 2.3981 0.0182 0.1 0.0 0.0 0.13
H -0.5614 0.8368 2.6810 0.0 -0.1 0.0 0.13
H 1.0799 0.9432 -4.4265 0.0 0.0 0.0 0.13
H 4.3069 -0.5861 -0.8466 0.0 0.0 0.0 0.14
H -4.7791 1.6279 2.9892 0.0 0.0 0.0 0.15
H -2.4736 1.8934 3.8817 0.0 0.0 0.0 0.14
H -6.2980 0.6396 1.0997 0.0 0.0 0.0 0.15
H 2.4497 2.0727 2.0130 0.0 0.0 0.0 0.12
```
Positions in Å, forces in eV/Å.

=====

[5]
An isolated molecule of CH4N2O at a distorted geometry, computed with ωB97M-V/def2-TZVPD.

Summary:
SMILES string = [H]/N=C\NO
max |F| = 2.52 eV/Å
E_LUMO = 0.034 Ha
highest occupied orbital energy = -9.685 eV
relative energy (zero: lowest compared OMol25 entry of this formula, charge and spin) = 335.8 kJ/mol

```
8
Properties=species:S:1:pos:R:3:forces:R:3:lowdin_charge:R:1
O -1.7093 -0.1902 -0.0483 0.0 -0.4 1.4 -0.07
N 1.8922 -0.0493 -0.1160 -2.0 -0.7 0.3 0.10
N -0.5110 0.5285 0.0295 2.1 0.9 0.1 -0.10
C 0.6772 -0.3218 0.1515 -0.6 -1.8 1.7 -0.29
H -1.7522 -0.4923 -0.9404 -0.1 -0.1 -1.1 0.07
H -0.5577 1.0577 0.9175 -0.2 -0.3 -0.8 0.13
H 0.4197 -1.2979 0.6819 0.4 0.9 -0.9 0.13
H 1.8327 0.8307 -0.5762 0.6 1.4 -0.6 0.03
```
Positions in Å, forces in eV/Å.

=====

[6]
A structure of composition C29H53F5N4OP2SSi4TeW at a distorted geometry, computed with ωB97M-V/def2-TZVPD.

Summary:
max |F| = 1.56 eV/Å
E_LUMO (spin up / spin down) = -0.240 / -0.233 Ha
charge = +2
highest occupied orbital energy (spin up / spin down) = -12.448 / -12.277 eV
relative energy (zero: lowest compared OMol25 entry of this formula, charge and spin) = 0.0 kJ/mol

```
101
Properties=species:S:1:pos:R:3:forces:R:3:lowdin_charge:R:1
W -1.6721 -0.1898 0.7751 0.4 -1.4 -0.5 0.47
Te 0.4223 -0.2383 -0.5474 0.8 0.0 0.0 0.80
S -1.7866 -1.7523 2.6327 -0.1 -0.1 -0.2 0.66
P -1.1855 1.6947 2.2049 0.1 0.8 0.3 0.73
P -2.2712 1.6992 -0.6771 -0.2 0.8 -0.1 0.72
Si 4.1121 0.7056 -0.3495 0.0 0.0 0.1 0.32
Si 2.8686 -2.7426 -2.0857 -0.1 -0.3 0.1 0.32
Si 2.6686 -0.4143 -1.8372 0.2 0.0 -0.2 0.27
Si 2.1777 0.7532 -3.8168 -0.2 0.1 -0.1 0.33
F 2.2218 -2.4624 6.8992 0.0 0.0 0.0 0.17
F 1.2437 -0.8910 2.6208 -0.1 -0.1 -0.1 0.00
F -2.1319 -2.8822 5.2734 0.0 0.0 0.0 0.09
F -0.3459 -3.2504 7.2280 0.0 0.0 -0.1 0.15
F 2.9876 -1.2766 4.5751 0.0 0.0 0.0 0.14
O -2.3985 -1.8684 -0.6228 -0.1 0.3 0.1 -0.23
N -1.5030 -3.8582 0.0048 0.1 0.0 0.0 0.20
N -3.6972 -0.2578 1.0956 -0.4 0.2 0.2 -0.05
N -2.5072 -3.5895 -2.0549 0.0 0.0 0.0 0.20
N -6.0415 -0.8737 1.4322 -0.1 0.0 0.0 -0.15
C -1.2584 3.1285 -0.1598 0.0 0.0 0.0 -0.39
C -0.0373 4.2213 1.6094 0.0 0.0 0.0 -0.07
C -2.6786 2.2102 3.1214 0.0 -0.1 0.0 -0.22
C 1.3689 -3.3621 -3.0162 -0.1 0.1 -0.1 -0.21
C -3.9758 2.3620 -0.5811 0.0 -0.1 0.0 -0.23
C 1.3434 -2.2712 5.9320 0.2 0.0 0.1 -0.13
C 1.7544 2.5133 -3.3327 0.0 0.1 0.1 -0.22
C -0.7861 3.1399 1.1574 0.0 -0.1 0.0 -0.37
C 0.2508 5.2778 0.7548 0.0 0.0 0.0 -0.04
C 0.8020 -1.4767 3.7439 0.0 -0.1 -0.1 -0.26
C -0.5269 -1.8729 3.8690 0.1 0.3 0.0 -0.47
C -2.0818 1.6013 -2.4830 0.0 -0.1 0.0 -0.25
C 2.9031 -3.5357 -0.3971 0.0 0.1 0.2 -0.21
C 0.0327 -2.6751 6.0938 -0.1 -0.1 0.2 -0.13
C 4.4973 -0.4055 1.0927 0.0 -0.2 0.1 -0.20
C -6.3841 -1.9741 2.3543 0.0 0.1 0.0 0.02
C 0.0580 1.7078 3.5244 0.0 -0.1 -0.1 -0.21
C 4.4311 -3.0811 -3.0408 0.2 0.2 -0.1 -0.20
C 3.2388 2.2494 0.2381 -0.1 0.1 0.0 -0.22
C 1.7288 -1.6674 4.7487 0.0 0.0 0.0 -0.14
C -0.2136 5.2631 -0.5522 0.0 0.0 0.0 -0.04
C -4.8132 -0.5325 1.2463 -0.5 -0.2 0.1 -0.19
C 5.6387 1.1097 -1.3418 0.1 0.0 -0.2 -0.20
C 3.6744 0.7092 -4.9228 0.2 -0.1 0.0 -0.20
C -0.9756 4.1948 -1.0064 0.0 0.0 0.0 -0.08
C -0.8790 -2.4757 5.0751 -0.1 0.0 0.0 -0.25
C -7.1404 -0.1736 0.7442 0.1 -0.1 0.0 0.01
C 0.7047 -0.0722 -4.6408 -0.1 -0.1 0.0 -0.22
C -2.1421 -3.0683 -0.8681 0.1 -0.1 0.0 -0.65
H 3.0578 2.9481 -0.5851 0.0 0.0 0.1 0.03
H -7.7471 0.3558 1.4761 0.0 0.0 0.0 0.10
H 1.0401 -0.7565 -5.4258 0.0 0.0 0.1 0.04
H 5.0508 -1.2952 0.7775 0.0 0.1 0.1 0.03
H -1.0294 1.6281 -2.7562 0.0 0.0 0.0 0.01
H 5.3196 -2.7596 -2.4882 -0.1 -0.1 -0.1 0.04
H 1.3681 -3.0214 -4.0566 0.0 -0.1 0.1 0.03
H 3.5825 -0.7327 1.5990 0.1 0.0 0.0 0.01
H 6.4558 1.3846 -0.6684 0.0 0.0 -0.1 0.05
H -2.9172 -2.9816 -2.7399 0.0 0.0 0.0 0.12
H 4.5222 -4.1549 -3.2272 0.0 0.0 0.0 0.05
H -2.3155 -4.5412 -2.3112 0.0 0.0 0.0 0.12
H -4.6297 1.7561 -1.2115 0.0 0.0 0.0 0.05
H -4.3582 2.3521 0.4370 0.0 0.0 0.0 0.02
H -1.3519 -4.8358 -0.1710 0.0 0.0 0.0 0.12
H 2.0377 -3.2252 0.1994 0.1 -0.1 0.0 0.01
H -6.8147 -2.7987 1.7892 0.0 0.0 0.0 0.10
H 3.8453 2.7601 0.9926 0.0 0.0 0.0 0.05
H -5.4909 -2.3108 2.8736 0.0 0.0 0.0 0.10
H -7.1085 -1.6159 3.0828 0.0 0.0 0.0 0.10
H -2.6162 2.4240 -2.9569 0.0 0.0 0.0 0.06
H -1.3360 4.1976 -2.0293 0.0 0.0 0.0 0.11
H -2.4732 3.1397 3.6500 0.0 0.0 0.0 0.06
H 5.4648 1.9485 -2.0228 0.0 -0.1 0.0 0.03
H -6.7374 0.5354 0.0269 0.0 0.0 0.0 0.09
H 0.0452 0.6666 -5.1044 0.0 0.0 0.0 0.04
H -7.7567 -0.9019 0.2220 0.0 0.0 0.0 0.10
H 3.8064 -3.2668 0.1581 -0.1 0.0 0.0 0.03
H 2.8799 -4.6250 -0.4944 0.0 0.0 0.0 0.04
H -3.9769 3.3863 -0.9493 0.0 0.0 0.0 0.06
H 1.1883 3.0100 -4.1269 0.0 0.0 0.0 0.04
H 1.0634 1.7030 3.1064 0.0 0.0 0.0 0.06
H -3.5152 2.3638 2.4441 0.0 0.0 0.0 0.02
H -0.0683 0.8269 4.1527 -0.1 0.1 0.0 0.04
H 3.8577 -0.3002 -5.3031 0.0 0.1 0.0 0.03
H -1.3296 -3.4951 0.9312 0.0 0.0 0.0 0.03
H 5.1125 0.1312 1.8213 0.0 0.0 0.0 0.05
H 1.3587 -4.4567 -3.0181 0.0 0.1 0.0 0.04
H -2.5083 0.6600 -2.8298 0.0 0.0 0.0 0.06
H 3.5234 1.3695 -5.7814 0.0 0.0 0.0 0.05
H 5.9745 0.2534 -1.9368 0.0 0.1 0.1 0.03
H 0.0201 6.0810 -1.2223 0.0 0.0 0.0 0.12
H -2.9461 1.4333 3.8385 0.0 0.0 0.0 0.06
H 1.1627 2.5494 -2.4102 0.0 0.0 -0.1 -0.01
H 0.1164 -0.6549 -3.9237 0.0 0.1 -0.1 0.00
H 0.4465 -3.0072 -2.5419 0.0 -0.1 -0.1 0.00
H 2.6665 3.0947 -3.1589 -0.1 0.0 0.0 0.04
H 4.5759 1.0410 -4.3982 -0.1 0.0 -0.1 0.03
H 0.8396 6.1124 1.1134 0.0 0.0 0.0 0.12
H 0.3356 4.2510 2.6257 0.0 0.0 0.0 0.11
H -0.0916 2.5943 4.1380 0.1 0.0 0.0 0.06
H 4.4322 -2.5702 -4.0090 0.0 -0.1 0.1 0.03
H 2.2723 2.0002 0.6900 0.1 0.1 0.0 -0.01
```
Positions in Å, forces in eV/Å.